1.
{
  "formula": "C25H60BrGaO11PS4",
  "method": "wB97M-V/def2-TZVPD",
  "species": ["Br", "Ga", "S", "S", "S", "S", "P", "O", "O", "O", "O", "O", "O", "O", "O", "O", "O", "O", "C", "C", "C", "C", "C", "C", "C", "C", "C", "C", "C", "C", "C", "C", "C", "C", "C", "C", "C", "C", "C", "C", "C", "C", "C", "H", "H", "H", "H", "H", "H", "H", "H", "H", "H", "H", "H", "H", "H", "H", "H", "H", "H", "H", "H", "H", "H", "H", "H", "H", "H", "H", "H", "H", "H", "H", "H", "H", "H", "H", "H", "H", "H", "H", "H", "H", "H", "H", "H", "H", "H", "H", "H", "H", "H", "H", "H", "H", "H", "H", "H", "H", "H", "H", "H"],
  "coordinates": [[0.743, -2.521, -2.161], [-2.285, -0.223, -0.438], [-0.476, 4.578, -2.464], [6.234, -5.308, -2.205], [1.053, -1.207, 5.394], [-2.870, 1.531, -7.008], [3.066, 0.613, 1.496], [-5.708, -3.835, 2.462], [3.742, 1.115, 0.283], [-4.489, -1.940, 2.335], [-1.952, 4.718, -2.363], [-1.554, 0.847, -6.978], [-2.269, 1.584, -1.028], [3.336, -0.937, 1.737], [0.579, -0.505, 4.181], [3.684, 1.302, 2.827], [-3.244, 2.016, 1.788], [6.543, -4.519, -0.984], [4.610, -4.799, -2.773], [-1.875, -1.417, -2.052], [-3.457, 1.423, -8.706], [-3.147, 3.014, 0.771], [4.695, -1.310, 2.061], [-4.068, 0.392, -6.308], [-4.134, -0.859, 0.167], [0.089, 3.754, -0.978], [-5.063, -2.953, 2.979], [-0.910, -0.333, 1.050], [3.587, 2.735, 2.868], [-0.710, -1.351, -4.330], [2.818, -0.890, 5.510], [-4.873, -2.856, 4.473], [0.209, 6.199, -2.081], [-4.206, 4.095, 0.983], [0.581, -0.184, 6.799], [1.303, 0.882, 1.488], [4.963, 3.346, 3.142], [-0.570, -1.185, -2.813], [5.727, -6.942, -1.648], [-3.285, 2.451, -0.635], [5.074, -2.586, 1.312], [-4.042, -2.153, 0.967], [0.552, -0.150, 0.599], [-4.161, 1.953, 2.072], [4.944, -6.838, -0.899], [-4.299, 2.026, -0.738], [-5.795, -2.461, 4.902], [1.202, 1.861, 1.010], [3.287, -1.405, 4.675], [-0.199, 6.546, -1.131], [4.253, -2.927, 0.687], [-0.081, 6.878, -2.880], [-5.174, 3.759, 0.601], [0.879, 0.916, 2.486], [-4.639, -2.943, 0.516], [-3.417, 0.385, -9.036], [-0.422, -2.358, -4.630], [-0.068, -0.661, -4.877], [-3.012, -2.511, 1.037], [0.632, 0.196, -0.434], [-4.679, -0.104, 0.733], [-3.835, 0.287, -5.250], [-4.689, -3.850, 4.868], [4.966, 3.896, 4.082], [-3.249, 3.326, -1.295], [-3.927, 5.033, 0.505], [5.373, -7.522, -2.501], [-1.947, -2.447, -1.696], [5.249, 4.017, 2.335], [-4.326, 4.284, 2.052], [1.296, 6.129, -2.031], [-1.746, -1.195, -4.621], [3.000, 0.182, 5.424], [3.197, 3.110, 1.922], [5.338, -3.386, 2.003], [-3.981, -0.574, -6.806], [1.017, -0.594, 7.711], [6.599, -7.425, -1.211], [5.695, 2.544, 3.191], [4.685, -3.770, -3.117], [3.899, -4.857, -1.950], [-1.160, 0.484, 1.730], [-0.303, 4.280, -0.107], [5.365, -0.501, 1.777], [-0.319, 2.740, -1.009], [-1.019, -1.241, 1.647], [2.874, 2.989, 3.653], [-5.071, 0.803, -6.425], [-4.714, -1.054, -0.740], [-2.796, 2.033, -9.318], [-4.072, -2.164, 4.716], [-0.147, -0.209, -2.591], [4.301, -5.441, -3.597], [0.924, 0.836, 6.629], [1.180, 3.740, -0.969], [3.200, -1.281, 6.454], [4.745, -1.453, 3.140], [-2.718, -1.260, -2.733], [-4.475, 1.809, -8.765], [1.078, -1.102, 0.649], [5.935, -2.414, 0.671], [-0.504, -0.205, 6.865], [-2.167, 3.480, 0.893]],
  "charge": -1,
  "homo_energy_ev": -4.442
}



2.
{
  "formula": "C45H112F11N9O25S5",
  "method": "wB97M-V/def2-TZVPD",
  "species": ["S", "S", "S", "S", "S", "F", "F", "F", "F", "F", "F", "F", "F", "F", "F", "F", "O", "O", "O", "O", "O", "O", "O", "O", "O", "O", "O", "O", "O", "O", "O", "O", "O", "O", "O", "O", "O", "O", "O", "O", "O", "N", "N", "N", "N", "N", "N", "N", "N", "N", "C", "C", "C", "C", "C", "C", "C", "C", "C", "C", "C", "C", "C", "C", "C", "C", "C", "C", "C", "C", "C", "C", "C", "C", "C", "C", "C", "C", "C", "C", "C", "C", "C", "C", "C", "C", "C", "C", "C", "C", "C", "C", "C", "C", "C", "H", "H", "H", "H", "H", "H", "H", "H", "H", "H", "H", "H", "H", "H", "H", "H", "H", "H", "H", "H", "H", "H", "H", "H", "H", "H", "H", "H", "H", "H", "H", "H", "H", "H", "H", "H", "H", "H", "H", "H", "H", "H", "H", "H", "H", "H", "H", "H", "H", "H", "H", "H", "H", "H", "H", "H", "H", "H", "H", "H", "H", "H", "H", "H", "H", "H", "H", "H", "H", "H", "H", "H", "H", "H", "H", "H", "H", "H", "H", "H", "H", "H", "H", "H", "H", "H", "H", "H", "H", "H", "H", "H", "H", "H", "H", "H", "H", "H", "H", "H", "H", "H", "H", "H", "H", "H", "H", "H", "H", "H", "H", "H"],
  "coordinates": [[21.830, 15.601, 14.572], [22.291, 19.575, 10.267], [21.728, 21.241, 7.984], [23.654, 14.860, 16.451], [28.417, 18.929, 16.517], [19.463, 15.582, 13.568], [24.336, 12.671, 15.312], [25.246, 12.953, 17.225], [19.577, 14.189, 15.261], [19.480, 16.266, 15.570], [23.106, 18.463, 9.544], [29.552, 16.775, 17.344], [27.434, 16.470, 16.857], [28.787, 16.733, 15.230], [23.054, 20.843, 7.228], [23.057, 12.406, 17.130], [33.549, 15.885, 16.112], [28.095, 19.225, 17.917], [21.972, 17.021, 14.790], [29.810, 19.319, 16.184], [4.173, 16.185, 17.989], [22.014, 22.435, 8.672], [27.210, 16.611, 11.162], [32.641, 16.790, 19.382], [21.410, 18.997, 11.224], [17.238, 18.704, 5.304], [27.287, 13.545, 15.003], [24.666, 15.755, 21.559], [26.019, 23.494, 10.053], [19.773, 15.974, 7.675], [21.824, 24.946, 6.621], [27.406, 19.197, 15.485], [22.214, 14.984, 13.335], [6.090, 19.928, 12.787], [20.752, 21.237, 6.958], [23.272, 20.467, 10.865], [24.963, 22.762, 18.342], [24.680, 15.351, 15.498], [20.546, 13.071, 21.982], [23.830, 15.317, 17.773], [27.266, 25.487, 18.854], [24.235, 24.037, 7.870], [27.266, 23.538, 17.295], [22.975, 14.190, 20.313], [22.168, 14.726, 15.919], [26.685, 15.673, 13.466], [21.531, 20.086, 8.948], [19.767, 18.545, 6.667], [33.749, 17.987, 17.551], [5.248, 17.907, 15.850], [34.298, 14.851, 15.536], [18.159, 19.732, 5.038], [20.038, 12.665, 23.306], [25.657, 22.414, 9.205], [32.313, 18.234, 19.472], [27.291, 26.782, 19.613], [31.783, 15.919, 20.124], [28.615, 23.776, 17.938], [19.958, 15.403, 14.744], [4.311, 15.565, 19.317], [24.198, 24.936, 6.633], [4.256, 18.427, 16.849], [33.352, 17.112, 15.287], [25.360, 22.919, 7.800], [5.195, 18.235, 14.319], [23.663, 22.423, 18.820], [28.514, 17.134, 16.448], [22.487, 15.420, 21.100], [24.072, 13.112, 16.538], [4.046, 17.423, 17.936], [28.295, 13.094, 15.931], [22.114, 12.973, 20.227], [26.565, 14.282, 12.889], [19.524, 18.982, 5.204], [6.736, 20.972, 12.432], [20.994, 16.672, 7.724], [23.586, 16.465, 20.980], [27.591, 13.436, 13.657], [22.948, 25.786, 6.582], [27.008, 23.326, 11.036], [27.576, 16.681, 9.788], [32.819, 18.071, 16.338], [25.697, 16.658, 12.894], [25.821, 16.560, 11.386], [33.416, 18.899, 18.646], [15.928, 19.235, 5.063], [5.059, 19.668, 13.887], [26.869, 22.068, 17.166], [28.615, 25.248, 18.343], [25.875, 16.501, 21.810], [21.687, 12.369, 21.542], [20.631, 25.643, 7.149], [21.025, 17.669, 6.559], [19.853, 14.612, 7.351], [25.369, 22.027, 17.170], [35.311, 15.213, 15.297], [34.308, 19.127, 19.256], [20.926, 25.987, 8.214], [33.524, 17.043, 17.984], [3.457, 17.790, 18.773], [25.755, 17.251, 22.555], [18.993, 17.960, 6.936], [3.278, 18.528, 16.240], [2.926, 2.636, 15.604], [32.182, 14.906, 20.078], [24.533, 24.590, 8.713], [26.998, 15.841, 9.343], [8.206, 29.832, 18.190], [24.865, 22.113, 7.169], [25.307, 17.397, 10.920], [27.836, 12.317, 16.504], [6.877, 21.850, 13.112], [23.373, 23.520, 8.022], [20.751, 12.942, 24.104], [25.826, 17.643, 13.313], [26.250, 26.950, 19.898], [27.221, 23.925, 16.370], [6.123, 18.281, 16.257], [27.433, 12.455, 13.330], [24.818, 21.854, 9.565], [23.648, 21.448, 19.282], [20.441, 19.576, 5.059], [25.596, 13.880, 13.232], [34.423, 14.090, 16.270], [28.725, 23.180, 18.867], [26.619, 15.549, 14.506], [22.932, 26.408, 5.616], [26.613, 23.771, 11.966], [3.711, 16.012, 20.011], [30.736, 15.927, 19.818], [21.847, 16.026, 7.622], [5.177, 20.486, 14.580], [31.380, 18.293, 19.025], [20.375, 26.551, 6.596], [20.985, 17.099, 8.696], [29.212, 12.823, 15.369], [28.007, 26.579, 20.401], [23.231, 14.389, 19.287], [31.813, 17.678, 16.645], [27.803, 23.980, 10.796], [28.659, 16.497, 9.799], [21.818, 18.410, 6.580], [27.602, 27.564, 18.990], [19.904, 11.569, 23.222], [32.706, 16.911, 14.467], [4.110, 19.975, 13.391], [19.088, 13.166, 23.479], [29.396, 25.282, 19.093], [31.806, 16.198, 21.184], [26.669, 15.839, 22.089], [25.383, 15.605, 11.099], [26.176, 17.057, 20.914], [24.726, 16.271, 13.084], [21.249, 13.197, 19.549], [27.405, 17.665, 9.386], [34.755, 18.015, 17.360], [26.668, 14.347, 11.824], [18.858, 14.355, 7.030], [22.896, 26.540, 7.366], [28.651, 13.782, 13.391], [32.400, 18.588, 20.473], [7.210, 20.960, 11.400], [5.384, 16.883, 15.885], [33.707, 14.468, 14.650], [20.060, 14.051, 8.305], [27.353, 22.292, 11.090], [23.379, 17.317, 21.649], [22.919, 22.599, 18.021], [21.429, 11.293, 21.269], [25.049, 22.416, 16.153], [26.115, 23.474, 7.276], [29.344, 23.557, 17.139], [19.493, 18.082, 4.655], [34.332, 17.403, 14.893], [4.513, 19.310, 17.458], [21.514, 15.549, 20.675], [28.627, 13.826, 16.642], [5.282, 15.565, 19.390], [27.342, 21.550, 17.972], [22.509, 12.413, 22.324], [23.581, 16.792, 19.882], [25.037, 20.998, 17.304], [27.129, 21.664, 16.155], [22.498, 15.112, 22.110], [23.568, 23.310, 19.515], [23.813, 13.858, 20.777], [32.683, 19.105, 16.088], [27.616, 15.901, 13.242], [22.778, 12.267, 19.734], [15.144, 18.468, 5.264], [29.004, 25.786, 17.494], [26.534, 24.035, 17.874], [17.986, 20.169, 4.004], [33.152, 19.861, 18.180], [20.947, 17.075, 5.659], [25.092, 25.477, 6.719], [17.997, 20.603, 5.710], [24.154, 24.236, 5.817], [26.546, 21.779, 9.087], [4.376, 17.656, 13.935], [19.994, 19.349, 7.188], [4.109, 14.469, 19.168], [19.832, 24.866, 7.119], [15.704, 20.028, 5.832], [15.825, 19.695, 4.084], [20.549, 14.410, 6.509], [6.047, 17.837, 13.834]],
  "charge": 4,
  "homo_energy_ev": -9.126
}



3.
{
  "formula": "C5H7ClFN2O2",
  "method": "wB97M-V/def2-TZVPD",
  "species": ["Cl", "F", "O", "O", "N", "N", "C", "C", "C", "C", "C", "H", "H", "H", "H", "H", "H", "H"],
  "coordinates": [[2.311, 2.640, 0.311], [-1.062, -1.311, 0.523], [1.474, -1.672, 0.293], [1.637, -0.049, -1.083], [1.099, -0.615, -0.164], [-3.339, 1.323, 0.496], [-0.144, 0.042, 0.435], [-2.283, 1.145, 0.064], [-0.945, 0.956, -0.502], [-0.041, 0.459, 1.876], [-1.051, 0.515, -1.964], [-1.958, 0.945, -2.407], [-0.508, 1.983, -0.463], [0.932, 0.167, 2.290], [-0.771, -0.123, 2.454], [-1.097, -0.578, -2.047], [-0.443, 1.474, 2.002], [-0.213, 0.925, -2.539]],
  "charge": -1,
  "homo_energy_ev": -4.294
}



4.
{
  "formula": "C29H36N2O2Pb",
  "method": "wB97M-V/def2-TZVPD",
  "species": ["Pb", "O", "O", "N", "N", "C", "C", "C", "C", "C", "C", "C", "C", "C", "C", "C", "C", "C", "C", "C", "C", "C", "C", "C", "C", "C", "C", "C", "C", "C", "C", "C", "C", "C", "H", "H", "H", "H", "H", "H", "H", "H", "H", "H", "H", "H", "H", "H", "H", "H", "H", "H", "H", "H", "H", "H", "H", "H", "H", "H", "H", "H", "H", "H", "H", "H", "H", "H", "H", "H"],
  "coordinates": [[1.315, 0.537, -0.407], [0.049, -1.139, -1.445], [2.866, -1.144, -1.452], [0.582, -0.278, 1.695], [-0.893, 1.788, 0.332], [-3.863, 1.197, -0.389], [3.420, -1.106, 2.115], [4.081, -2.948, -2.340], [-1.839, 4.884, -1.410], [-3.055, 2.480, -0.633], [2.803, -2.238, -2.002], [0.377, 4.384, -0.474], [2.227, -1.968, 2.547], [1.961, -3.077, 1.505], [0.257, -4.699, -3.367], [-1.016, -2.941, -2.385], [-0.602, 0.291, 2.151], [1.003, 4.039, 0.883], [1.465, -4.049, -3.013], [1.289, 4.003, -1.652], [-1.065, 3.945, -0.751], [-0.983, -4.137, -3.040], [-1.681, 2.723, -0.354], [0.203, -2.243, -2.015], [1.489, -2.854, -2.350], [-3.760, 3.472, -1.303], [2.548, -2.619, 3.896], [-3.176, 4.661, -1.687], [-3.141, -0.143, -0.542], [-0.955, -0.266, 3.421], [0.978, -1.136, 2.641], [-1.325, 1.271, 1.445], [-4.700, 1.243, 0.903], [0.025, -1.147, 3.735], [3.622, -0.319, 2.845], [-2.621, -0.462, 0.363], [-4.802, 3.295, -1.545], [-1.950, -2.458, -2.124], [3.275, -0.640, 1.138], [1.289, 2.924, -1.826], [0.298, 4.176, 1.706], [-4.102, 1.012, 1.788], [4.117, -3.929, -1.862], [-1.390, 5.831, -1.691], [2.398, -4.521, -3.290], [1.128, -3.714, 1.815], [-3.887, -0.910, -0.763], [-3.758, 5.413, -2.204], [0.323, 5.472, -0.480], [-5.496, 0.497, 0.851], [1.851, 4.704, 1.061], [4.915, -2.347, -1.993], [4.310, -1.732, 2.036], [-4.592, 1.214, -1.197], [1.390, 3.019, 0.938], [3.471, -3.194, 3.807], [-2.245, 1.636, 1.895], [1.761, -3.308, 4.209], [0.299, -5.643, -3.899], [0.115, -1.738, 4.634], [2.318, 4.322, -1.467], [2.853, -3.703, 1.410], [0.948, 4.466, -2.579], [-2.421, -0.119, -1.363], [-1.902, -4.641, -3.311], [-1.825, 0.003, 4.006], [4.175, -3.096, -3.419], [2.695, -1.870, 4.679], [-5.163, 2.220, 1.045], [1.720, -2.647, 0.529]],
  "charge": 2,
  "homo_energy_ev": [-13.906, -13.800]
}